1.
The following is a quantum chemistry calculation of a molecular structure, C25H25HgN7O4, from OMol25.

Structure (XYZ):
```
62
C25H25HgN7O4 (ωB97M-V with the def2-TZVPD basis set)
Hg -1.40 -0.11 -0.41
C -2.48 -3.65 1.04
O -1.59 -2.56 1.12
C -0.28 -2.82 1.40
C 0.20 -4.10 1.59
C 1.54 -4.31 1.94
C 2.36 -3.22 2.12
C 1.88 -1.93 1.93
C 0.56 -1.69 1.55
N 0.03 -0.42 1.32
N 0.88 0.53 1.73
C 0.59 1.84 1.57
C -0.65 2.40 1.11
O -1.70 1.69 0.88
C -0.71 3.81 0.90
C 0.34 4.65 1.15
C 1.55 4.14 1.67
C 2.64 4.99 1.98
C 3.81 4.50 2.50
C 3.92 3.11 2.74
C 2.88 2.27 2.45
C 1.67 2.75 1.90
H -2.22 -4.32 0.22
H -3.47 -3.23 0.86
H -2.49 -4.21 1.98
H -0.45 -4.95 1.47
H 1.90 -5.32 2.09
H 3.40 -3.36 2.41
H 2.53 -1.08 2.07
H -1.65 4.19 0.51
H 0.24 5.72 0.97
H 2.53 6.06 1.80
H 4.63 5.16 2.74
H 4.84 2.71 3.17
H 2.97 1.21 2.64
N 1.42 0.77 -1.02
N 1.65 2.08 -1.46
C 0.62 2.87 -1.87
N 0.95 4.17 -2.06
N -0.55 2.28 -2.05
N -1.62 3.04 -2.45
O -1.50 4.20 -2.89
O -2.70 2.48 -2.38
H 1.39 0.73 0.00
H 2.16 0.18 -1.36
H 2.40 2.58 -0.99
H 1.71 4.54 -1.53
H 0.17 4.77 -2.31
C -2.29 -0.85 -2.16
C -2.40 -2.33 -2.32
C -1.27 -3.12 -2.56
C -1.37 -4.49 -2.71
C -2.60 -5.12 -2.62
C -3.74 -4.35 -2.39
C -3.63 -2.98 -2.24
H -1.64 -0.41 -2.92
H -3.27 -0.36 -2.23
H -0.30 -2.63 -2.62
H -0.47 -5.07 -2.89
H -2.68 -6.20 -2.73
H -4.71 -4.83 -2.32
H -4.52 -2.39 -2.06
```

The LUMO energy (alpha / beta) comes out at 2.84 / 2.80 eV. The frontier orbital gap (alpha / beta) is 5.45 / 6.82 eV. Its charge is -1. Its spin multiplicity is 2.


2.
The following is a quantum chemistry calculation of a molecular structure, C25H25I2N4O10RuS, from OMol25.

Structure (XYZ):
```
68
C25H25I2N4O10RuS (ωB97M-V with the def2-TZVPD basis set)
Ru 0.21 0.02 -0.40
O 0.13 0.53 3.35
C 0.71 0.09 2.40
O 0.05 -0.58 1.43
C 2.21 0.22 2.22
C 2.83 -0.87 1.35
C 4.34 -0.91 1.49
C 4.75 0.38 0.74
C 3.40 0.90 0.26
O 2.65 -0.32 0.02
C 2.63 1.52 1.44
C 1.48 2.39 0.96
O 1.33 3.53 1.32
O 0.66 1.87 0.05
H 2.64 0.22 3.23
H 2.33 -1.84 1.41
H 4.75 -1.79 1.00
H 4.66 -0.92 2.53
H 5.41 0.17 -0.11
H 5.25 1.11 1.37
H 3.41 1.50 -0.65
H 3.26 2.16 2.05
I 0.79 1.13 -5.50
C 0.78 -0.67 -4.55
C 0.93 -1.87 -5.23
C 0.86 -3.10 -4.58
I 1.14 -4.80 -5.70
C 0.58 -3.18 -3.17
C 0.40 -4.36 -2.43
C 0.08 -4.28 -1.09
C -0.04 -3.04 -0.48
N 0.14 -1.91 -1.16
C 0.45 -1.98 -2.48
C 0.59 -0.69 -3.13
O 0.49 0.35 -2.43
H 1.10 -1.85 -6.30
H 0.49 -5.32 -2.91
H -0.07 -5.18 -0.51
H -0.29 -2.92 0.57
C 0.89 4.65 -2.50
C 0.11 5.91 -2.18
S -1.65 5.67 -2.18
O -2.26 6.95 -2.40
O -1.97 4.55 -3.04
C -2.06 5.18 -0.50
C -3.27 4.27 -0.46
N -2.94 2.88 -0.78
C -2.25 2.06 0.04
N -1.94 0.92 -0.58
C -2.45 1.02 -1.85
C -3.07 2.20 -1.97
N -3.85 2.64 -3.10
O -3.64 2.06 -4.14
O -4.69 3.49 -2.92
C -1.94 2.37 1.46
H 1.96 4.88 -2.53
H 0.59 4.25 -3.47
H 0.73 3.88 -1.75
H 0.26 6.70 -2.92
H 0.37 6.32 -1.20
H -2.31 6.12 0.00
H -1.18 4.75 -0.03
H -4.04 4.60 -1.16
H -3.70 4.28 0.54
H -2.38 0.23 -2.58
H -2.81 2.81 1.95
H -1.10 3.06 1.55
H -1.68 1.45 1.98
```

The LUMO energy (alpha / beta) comes out at -4.37 / -6.46 eV. The frontier orbital gap (alpha / beta) is 7.13 / 5.43 eV. Its charge is +1. Its spin multiplicity is 5.


3.
The following is a quantum chemistry calculation of a molecular structure, C25H26BMnN2O7PSSe2 in a non-equilibrium geometry, from OMol25.

Structure (XYZ):
```
66
C25H26BMnN2O7PSSe2 (ωB97M-V with the def2-TZVPD basis set)
Mn -0.51 0.69 0.85
Se 1.89 0.95 -0.04
P 1.42 3.09 -0.14
Se -0.67 3.50 -0.24
C 2.33 3.76 -1.59
C 1.75 4.72 -2.39
C 2.45 5.24 -3.49
C 3.73 4.79 -3.77
C 4.31 3.81 -2.97
C 3.61 3.30 -1.88
C 2.23 3.97 1.25
C 1.56 5.00 1.90
C 2.17 5.66 2.97
C 3.44 5.29 3.39
C 4.10 4.26 2.74
C 3.50 3.60 1.67
H 0.75 5.06 -2.17
H 1.99 5.99 -4.12
H 4.27 5.18 -4.62
H 5.30 3.44 -3.19
H 4.04 2.51 -1.28
H 0.56 5.26 1.58
H 1.63 6.45 3.49
H 3.90 5.79 4.23
H 5.09 3.96 3.07
H 4.00 2.77 1.20
O 0.54 1.30 5.11
S 0.26 1.96 3.84
N -0.08 1.22 2.65
O -4.54 0.21 0.91
C -3.43 -0.22 1.10
O -2.35 0.53 0.92
C -3.21 -1.67 1.48
C -2.04 -2.08 2.14
C -1.88 -3.43 2.46
C -2.84 -4.37 2.11
C -4.00 -3.96 1.42
C -4.18 -2.59 1.14
N -4.93 -4.90 1.01
O -5.92 -4.53 0.25
O -4.78 -6.14 1.38
H -1.29 -1.37 2.42
H -0.99 -3.74 2.99
H -2.72 -5.42 2.34
H -5.08 -2.27 0.64
C -2.49 -3.73 -1.28
C -1.44 -2.72 -1.69
C -1.50 -2.46 -3.19
O -1.73 -1.47 -1.04
B -0.60 -0.94 -0.48
O 0.49 -1.79 -0.67
C 0.01 -3.06 -1.18
C 0.03 -4.04 -0.02
C 0.97 -3.52 -2.26
H -3.46 -3.43 -1.69
H -2.60 -3.78 -0.20
H -2.24 -4.73 -1.66
H -2.51 -2.10 -3.42
H -1.31 -3.37 -3.76
H -0.79 -1.69 -3.48
H -0.62 -3.69 0.79
H 1.05 -4.10 0.37
H -0.30 -5.03 -0.32
H 1.08 -2.77 -3.05
H 0.63 -4.46 -2.71
H 1.95 -3.69 -1.81
```

The LUMO energy (alpha / beta) comes out at 3.74 / 3.74 eV. The frontier orbital gap (alpha / beta) is 3.87 / 6.67 eV. The energy relative to the best compared isomer or geometry (same formula, charge and spin) is 0.0 kcal per mole. Its charge is -2. Its spin multiplicity is 6.


4.
The following is a quantum chemistry calculation of 2 unconnected molecules or ions with the total composition C25H26Br2N2O3 in a non-equilibrium geometry, from OMol25.

Structure (XYZ):
```
58
C25H26Br2N2O3 (ωB97M-V with the def2-TZVPD basis set)
C -5.68 3.71 2.42
O -5.33 2.61 1.62
C -3.99 2.28 1.65
C -3.03 2.94 2.43
C -1.71 2.59 2.38
C -1.26 1.55 1.54
C 0.12 1.18 1.42
C 1.20 2.03 1.56
C 2.54 1.50 1.57
C 3.61 2.30 1.67
Br 5.37 1.69 1.74
C 3.49 3.73 1.73
O 4.47 4.47 1.78
C 2.14 4.27 1.72
Br 2.00 6.12 1.85
C 1.07 3.47 1.63
C -2.24 0.84 0.82
C -3.55 1.20 0.86
H -6.74 3.92 2.27
H -5.52 3.46 3.47
H -5.10 4.59 2.14
H -3.33 3.74 3.09
H -1.01 3.09 3.02
H 0.33 0.17 1.13
H 2.67 0.43 1.50
H 0.10 3.92 1.54
H -1.92 0.02 0.20
H -4.28 0.68 0.26
C -2.01 -4.79 -1.58
C -2.05 -3.28 -1.49
N -0.86 -2.64 -2.06
C -0.90 -2.28 -3.50
C -1.23 -0.82 -3.72
C 0.35 -2.73 -1.34
C 1.43 -1.90 -1.67
N 2.68 -1.93 -1.06
C 3.06 -2.89 -0.14
C 4.30 -2.90 0.42
C 5.22 -1.92 0.08
C 4.87 -0.96 -0.85
C 3.62 -0.98 -1.41
O 0.42 -3.53 -0.39
H -2.85 -5.26 -1.06
H -2.03 -5.13 -2.61
H -1.10 -5.17 -1.12
H -2.94 -2.86 -1.98
H -2.11 -2.96 -0.44
H 0.06 -2.55 -3.95
H -1.63 -2.92 -3.99
H -1.24 -0.56 -4.77
H -2.22 -0.58 -3.31
H -0.51 -0.17 -3.22
H 1.27 -1.16 -2.42
H 2.33 -3.64 0.12
H 4.57 -3.66 1.14
H 6.19 -1.90 0.55
H 5.58 -0.20 -1.13
H 3.34 -0.23 -2.13
```

The LUMO energy comes out at -1.32 eV. The frontier orbital gap is 5.82 eV.


5.
The following is a quantum chemistry calculation of a molecular structure, C25H26Cl3NO4Re, from OMol25.

Structure (XYZ):
```
60
C25H26Cl3NO4Re (ωB97M-V with the def2-TZVPD basis set)
Re -1.63 1.05 -2.36
C -3.29 -0.02 0.92
C -2.50 1.08 0.63
C -2.70 1.84 -0.54
C -3.78 1.47 -1.39
C -4.61 0.40 -1.04
C -4.35 -0.37 0.09
H -3.10 -0.60 1.81
H -1.71 1.38 1.31
H -2.31 2.85 -0.59
H -4.14 2.20 -2.11
H -5.46 0.17 -1.67
H -4.99 -1.20 0.34
O -2.56 1.85 -4.02
O -2.08 3.04 -3.28
Cl 0.92 -0.09 -3.49
C -1.66 -3.08 -3.50
C -0.92 -1.94 -2.77
C -0.01 -1.35 -3.83
C -0.23 -2.56 -1.54
C -1.89 -0.84 -2.34
H -0.97 -3.86 -3.81
H -2.16 -2.70 -4.39
H -2.41 -3.51 -2.83
H 2.18 0.55 -3.20
H -1.93 1.79 -4.77
H 1.12 0.07 -4.80
H 0.62 -3.17 -1.85
H -0.94 -3.21 -1.02
H 0.10 -1.83 -0.81
H -2.85 -1.31 -2.06
Cl 3.93 -1.41 2.38
C 2.69 -1.23 3.58
C 2.91 -1.76 4.84
C 1.92 -1.69 5.80
C 0.71 -1.09 5.50
C 0.52 -0.54 4.24
Cl -1.00 0.25 3.90
C 1.50 -0.58 3.25
N 1.30 -0.07 1.96
C 2.13 1.02 1.53
C 2.53 2.02 2.42
C 3.34 3.05 1.99
C 3.75 3.11 0.66
C 3.36 2.11 -0.22
C 2.56 1.06 0.20
C 2.19 -0.05 -0.74
C 0.91 0.21 -1.48
O 0.06 1.39 -3.35
O -0.06 0.72 -0.93
H 3.86 -2.24 5.05
H 2.08 -2.11 6.78
H -0.09 -1.02 6.23
H 0.32 0.11 1.75
H 2.20 1.97 3.45
H 3.64 3.82 2.68
H 4.37 3.92 0.32
H 3.68 2.14 -1.25
H 2.01 -0.97 -0.17
H 2.99 -0.25 -1.45
```

The LUMO energy (alpha / beta) comes out at -0.04 / -0.88 eV. The frontier orbital gap (alpha / beta) is 6.83 / 5.75 eV. The energy relative to the best compared isomer or geometry (same formula, charge and spin) is 470.7 kcal per mole. Its spin multiplicity is 2.


6.
The following is a quantum chemistry calculation of a molecular structure, C25H26Cl3NO4Re in a non-equilibrium geometry, from OMol25.

Structure (XYZ):
```
60
C25H26Cl3NO4Re (ωB97M-V with the def2-TZVPD basis set)
Re 1.59 0.49 1.41
C 0.81 0.47 4.55
C 1.72 1.21 3.76
C 1.26 2.33 3.03
C -0.10 2.68 3.10
C -0.97 1.94 3.87
C -0.51 0.83 4.60
H 1.17 -0.36 5.13
H 2.78 1.02 3.83
H 1.97 2.99 2.55
H -0.45 3.54 2.54
H -2.01 2.22 3.92
H -1.21 0.27 5.20
O 1.46 -1.13 0.06
O 1.97 0.08 -0.55
Cl 3.73 1.44 1.35
C 0.77 -3.18 1.71
C 2.23 -2.71 1.77
C 2.66 -2.54 3.23
C 3.12 -3.76 1.10
C 2.44 -1.39 1.06
H 0.68 -4.12 2.25
H 0.46 -3.35 0.68
H 0.09 -2.45 2.15
H 2.66 -3.51 3.74
H 1.96 -1.88 3.76
H 3.66 -2.11 3.30
H 3.00 -4.73 1.58
H 4.18 -3.48 1.17
H 2.87 -3.87 0.04
H 3.43 -1.26 0.62
Cl -2.80 -1.43 -3.44
C -1.40 -0.81 -4.25
C -1.09 -1.28 -5.51
C 0.05 -0.83 -6.15
C 0.86 0.11 -5.54
C 0.52 0.59 -4.29
Cl 1.51 1.83 -3.57
C -0.61 0.14 -3.59
N -0.92 0.57 -2.30
C -2.06 1.40 -2.12
C -2.55 2.20 -3.15
C -3.67 2.99 -2.95
C -4.31 3.00 -1.72
C -3.83 2.20 -0.70
C -2.72 1.38 -0.89
C -2.27 0.43 0.19
C -0.91 0.71 0.76
O -0.45 -0.08 1.66
O -0.18 1.64 0.37
H -1.74 -2.02 -5.97
H 0.30 -1.20 -7.14
H 1.75 0.49 -6.03
H -0.10 0.84 -1.77
H -2.04 2.20 -4.10
H -4.03 3.61 -3.76
H -5.18 3.62 -1.56
H -4.33 2.18 0.26
H -2.21 -0.58 -0.21
H -2.99 0.40 1.01
```

The LUMO energy (alpha / beta) comes out at -0.10 / -1.04 eV. The frontier orbital gap (alpha / beta) is 7.43 / 7.05 eV. The energy relative to the best compared isomer or geometry (same formula, charge and spin) is 90.5 kcal per mole. Its spin multiplicity is 4.


7.
The following is a quantum chemistry calculation of a molecular structure, C25H26ClCrN4O2S2, from OMol25.

Structure (XYZ):
```
61
C25H26ClCrN4O2S2 (ωB97M-V with the def2-TZVPD basis set)
Cr -0.04 -0.07 -0.46
C 0.95 3.53 1.85
C 0.24 2.55 0.94
N 0.67 1.34 0.81
N 1.75 1.00 1.66
C 2.28 -0.14 1.41
S 1.84 -1.30 0.20
S 3.60 -0.68 2.47
C 4.48 0.88 2.81
C 5.42 1.30 1.71
C 6.73 0.82 1.69
C 7.59 1.16 0.66
C 7.16 1.98 -0.37
C 5.86 2.47 -0.36
C 5.00 2.13 0.68
C -0.96 3.04 0.24
C -1.54 4.25 0.68
C -2.67 4.78 0.11
C -3.26 4.11 -0.96
C -2.72 2.94 -1.42
C -1.58 2.37 -0.84
O -1.12 1.24 -1.34
H 1.95 3.19 2.08
H 0.41 3.62 2.79
H 0.98 4.51 1.38
H 5.03 0.66 3.72
H 3.73 1.64 3.03
H 7.06 0.17 2.49
H 8.61 0.77 0.67
H 7.84 2.24 -1.17
H 5.52 3.11 -1.16
H 3.99 2.51 0.68
H -1.09 4.77 1.52
H -3.09 5.70 0.49
H -4.16 4.51 -1.42
H -3.18 2.39 -2.24
C -2.40 -2.90 -4.51
N -1.47 -2.68 -3.42
C -1.12 -1.48 -2.94
N -1.50 -0.37 -3.59
O -0.41 -1.44 -1.91
H -2.51 -3.97 -4.66
H -2.02 -2.47 -5.44
H -3.38 -2.48 -4.29
H -1.20 -3.45 -2.83
H -2.25 -0.43 -4.26
H -1.47 0.47 -3.01
Cl -3.67 -1.10 -1.00
C -2.78 -2.43 -0.28
C -3.14 -3.72 -0.65
C -2.47 -4.81 -0.13
C -1.44 -4.59 0.78
C -1.10 -3.30 1.14
C -1.75 -2.17 0.62
C -1.31 -0.81 1.00
H -3.96 -3.85 -1.35
H -2.75 -5.81 -0.41
H -0.91 -5.43 1.21
H -0.28 -3.13 1.84
H -0.74 -0.80 1.92
H -2.14 -0.10 1.04
```

The LUMO energy (alpha / beta) comes out at 0.05 / -0.02 eV. The frontier orbital gap (alpha / beta) is 7.93 / 7.95 eV. The energy relative to the best compared isomer or geometry (same formula, charge and spin) is 0.0 kcal per mole. Its spin multiplicity is 4.


8.
The following is a quantum chemistry calculation of a molecular structure, C25H26ClMnN6O2, from OMol25.

Structure (XYZ):
```
61
C25H26ClMnN6O2 (ωB97M-V with the def2-TZVPD basis set)
Mn -0.41 -0.31 0.24
C 1.15 -2.29 -1.69
N 1.33 -0.91 -1.20
C 1.31 0.07 -2.30
C -0.09 0.38 -2.76
C -0.37 0.68 -4.08
C -1.65 1.04 -4.44
C -2.63 1.10 -3.46
C -2.28 0.78 -2.16
N -1.04 0.43 -1.81
C 2.52 -0.76 -0.36
C 2.36 -1.49 0.95
C 3.43 -2.12 1.56
C 3.24 -2.74 2.79
C 1.97 -2.73 3.35
C 0.95 -2.10 2.66
N 1.14 -1.49 1.49
C -0.13 -2.99 -1.30
C -0.37 -4.26 -1.81
C -1.52 -4.94 -1.44
C -2.40 -4.32 -0.56
C -2.09 -3.06 -0.10
N -0.98 -2.40 -0.46
H 1.22 -2.30 -2.78
H 1.98 -2.90 -1.33
H 1.72 1.01 -1.91
H 1.92 -0.27 -3.14
H 0.42 0.63 -4.82
H -1.89 1.28 -5.47
H -3.65 1.38 -3.68
H -3.01 0.79 -1.36
H 3.43 -1.11 -0.87
H 2.63 0.31 -0.15
H 4.41 -2.11 1.09
H 4.06 -3.22 3.29
H 1.77 -3.21 4.30
H -0.05 -2.08 3.06
H 0.34 -4.71 -2.49
H -1.72 -5.92 -1.83
H -3.30 -4.81 -0.23
H -2.74 -2.55 0.60
Cl 0.40 7.72 3.49
C 0.48 6.17 2.71
C 1.17 6.05 1.51
C 1.24 4.81 0.90
C 0.62 3.71 1.47
C -0.07 3.85 2.67
C -0.14 5.08 3.30
C 0.70 2.38 0.77
O 1.41 2.24 -0.22
O -0.01 1.43 1.28
H 1.65 6.92 1.08
H 1.77 4.69 -0.03
H -0.53 2.98 3.12
H -0.66 5.20 4.24
N -3.74 0.11 0.88
N -2.41 0.18 1.40
H -4.41 0.49 1.55
H -3.98 -0.86 0.72
H -2.37 -0.08 2.39
H -2.10 1.15 1.37
```

The LUMO energy (alpha / beta) comes out at -2.32 / -2.45 eV. The frontier orbital gap (alpha / beta) is 8.44 / 8.31 eV. The energy relative to the best compared isomer or geometry (same formula, charge and spin) is 0.0 kcal per mole. Its charge is +1. Its spin multiplicity is 6.